# 1
Molecular formula: C6H11NO
Method: DFT, ωB97M-V/def2-TZVPD

## Properties
**HOMO-LUMO gap**: 8.87 eV
**F_max**: 6.9 eV/A
**Energy relative to the best compared isomer or geometry (same formula, charge and spin)**: 455.0 kJ/mol
**LUMO**: 0.86 eV

Atoms and positions in Å:
C -0.449 0.489 -0.243
C 2.224 1.508 -0.501
C -2.675 -0.535 -0.268
C 1.519 0.220 -0.143
C -0.872 -0.796 0.140
C -0.544 -1.929 0.723
O -0.711 1.537 0.611
N 2.165 -0.835 0.162
H -0.624 1.205 1.519
H -0.596 0.765 -1.284
H 3.181 -0.689 0.259
H 2.042 1.739 -1.554
H 1.840 2.331 0.107
H 3.308 1.444 -0.338
H -2.816 -1.151 -1.155
H -3.031 0.478 -0.449
H -3.203 -0.925 0.601
H -1.251 -2.746 0.810
H 0.494 -2.109 1.003

---

# 2
Molecular formula: C12H16N2O4
Method: DFT, ωB97M-V/def2-TZVPD

## Properties
**HOMO-LUMO gap**: 9.21 eV
**F_max**: 7.3 eV/A
**Energy relative to the best compared isomer or geometry (same formula, charge and spin)**: 603.7 kJ/mol
**LUMO**: 0.54 eV

Atoms and positions in Å:
N -0.305 2.674 -0.818
C -1.162 1.526 -0.237
C -1.400 0.606 -1.315
C -0.018 0.380 -2.031
C 0.401 1.158 -3.166
C 1.775 1.164 -3.517
C 2.692 0.208 -3.080
C 2.179 -0.512 -1.974
C 0.916 -0.403 -1.430
C -0.524 0.977 1.106
O 0.460 1.184 1.693
N -1.090 -0.383 1.442
C -0.633 -1.013 2.633
C -1.482 -2.316 2.748
O -2.896 -1.686 2.583
C 0.915 -1.226 2.319
O 1.340 -1.995 1.483
O 1.831 -0.596 3.195
H 0.707 2.231 -0.849
H -0.280 3.609 -0.197
H -2.159 1.932 0.012
H -1.825 -0.287 -0.912
H -2.091 1.184 -2.079
H -0.466 1.496 -3.731
H 2.284 2.087 -4.029
H 3.914 0.314 -3.238
H 2.640 -1.376 -1.385
H 0.657 -1.142 -0.618
H -2.094 -0.500 0.931
H -0.653 -0.351 3.550
H -1.425 -2.980 1.892
H -1.470 -3.020 3.792
H -3.492 -2.362 2.620
H 2.759 -0.582 2.605

---

# 3
Molecular formula: C27H54O9
Method: DFT, ωB97M-V/def2-TZVPD

## Properties
**HOMO-LUMO gap**: 9.85 eV
**F_max**: 4.1 eV/A
**Energy relative to the best compared isomer or geometry (same formula, charge and spin)**: 214.9 kJ/mol
**LUMO**: 0.50 eV

Atoms and positions in Å:
C -0.795 3.670 3.712
C 0.069 2.722 4.432
C 1.561 2.777 4.380
O -0.343 1.896 5.183
H -0.322 4.610 3.359
H -1.616 3.981 4.360
H -1.209 3.126 2.866
H 1.854 2.034 3.632
H 2.054 2.442 5.273
H 1.880 3.800 4.021
C 5.327 2.044 -1.081
C 4.226 1.356 -0.279
C 4.597 -0.053 0.041
O 3.212 1.965 0.073
H 6.237 1.719 -0.717
H 5.246 3.084 -0.931
H 5.224 1.733 -2.131
H 3.697 -0.554 0.389
H 5.340 0.028 0.799
H 5.142 -0.417 -0.855
C -0.968 -5.078 -0.136
C -0.392 -5.166 1.205
C -1.339 -4.935 2.383
O 0.807 -5.387 1.307
H -0.764 -4.099 -0.571
H -2.018 -5.148 -0.145
H -0.551 -5.780 -0.853
H -0.794 -4.770 3.326
H -1.911 -5.862 2.598
H -2.111 -4.191 2.245
C -3.854 -0.428 4.671
C -2.894 -1.268 3.887
C -1.466 -1.135 4.356
O -3.301 -1.953 2.929
H -4.864 -0.713 4.398
H -3.707 0.622 4.586
H -3.671 -0.738 5.716
H -1.229 -0.257 3.744
H -0.875 -2.029 4.120
H -1.501 -0.862 5.382
C 2.493 -2.946 -0.613
C 2.065 -3.610 -1.914
C 3.096 -4.532 -2.574
O 0.969 -3.332 -2.336
H 3.569 -2.688 -0.450
H 2.237 -3.666 0.174
H 1.853 -2.057 -0.534
H 3.645 -3.912 -3.298
H 2.540 -5.363 -3.129
H 3.847 -5.039 -1.931
C 2.495 -0.746 -4.627
C 2.397 0.068 -3.345
C 1.010 0.335 -2.775
O 3.412 0.414 -2.708
H 3.408 -1.290 -4.755
H 2.634 0.029 -5.419
H 1.616 -1.288 -4.776
H 0.776 -0.637 -2.343
H 0.200 0.534 -3.486
H 1.016 1.153 -2.048
C 0.257 2.653 -7.854
C -0.455 1.959 -6.656
C -0.334 2.719 -5.344
O -1.102 0.961 -6.781
H -0.288 3.456 -8.176
H 0.336 1.914 -8.675
H 1.228 2.947 -7.607
H 0.467 2.480 -4.657
H -1.243 2.548 -4.851
H -0.279 3.778 -5.542
C -1.987 -0.497 0.226
C -1.115 0.557 0.817
C 0.316 0.258 1.159
O -1.642 1.663 1.017
H -1.793 -1.328 0.985
H -1.655 -0.968 -0.692
H -3.104 -0.267 0.124
H 0.630 -0.666 0.639
H 0.610 0.120 2.199
H 0.924 1.086 0.769
C -4.605 4.178 2.519
C -5.037 2.767 2.537
C -5.108 2.043 1.206
O -5.367 2.231 3.588
H -4.635 4.587 3.526
H -5.321 4.738 1.882
H -3.569 4.275 2.216
H -5.902 2.482 0.644
H -5.303 0.959 1.324
H -4.181 2.151 0.675

---

# 4
Molecular formula: C33H63F9N9O11S2
Method: DFT, ωB97M-V/def2-TZVPD

## Properties
**HOMO-LUMO gap**: 2.90 eV
**Net charge**: +3
**F_max**: 5.5 eV/A
**Energy relative to the best compared isomer or geometry (same formula, charge and spin)**: 0.0 kJ/mol
**LUMO**: -6.96 eV

Atoms and positions in Å:
C 0.586 1.937 0.105
O 0.763 1.298 -1.138
O 0.153 3.196 -0.301
C -0.345 1.146 1.091
F -1.427 0.702 0.409
F 0.176 0.082 1.644
F -0.732 1.867 2.089
C 1.419 0.017 -1.100
C 1.181 -0.582 -2.512
H 1.697 -0.080 -3.329
H 1.454 -1.637 -2.534
H 0.095 -0.621 -2.602
H 1.024 -0.727 -0.408
H 2.486 0.098 -0.895
H 1.562 2.022 0.583
C -3.453 -3.430 -5.852
C -3.941 -3.476 -4.439
O -4.191 -2.425 -3.885
N -4.083 -4.742 -3.568
H -4.781 -5.405 -3.874
H -3.222 -5.239 -3.746
C -4.143 -4.471 -2.119
H -3.843 -2.534 -6.336
H -3.875 -4.278 -6.391
H -2.390 -3.619 -6.003
H -5.180 -4.195 -1.930
H -3.448 -3.721 -1.741
H -3.935 -5.451 -1.692
C -2.349 3.439 -4.356
C -1.478 4.317 -5.146
O -1.762 4.939 -6.163
N -0.160 4.638 -4.342
H -0.347 5.607 -4.126
H -0.058 4.225 -3.426
C 1.091 4.373 -5.271
H -2.374 3.687 -3.295
H -1.818 2.500 -4.515
H -3.421 3.533 -4.530
H 1.952 4.066 -4.676
H 1.414 5.295 -5.753
H 0.713 3.716 -6.054
C -5.450 5.908 1.310
C -4.361 6.148 2.389
O -4.549 5.985 3.569
N -2.984 6.622 2.032
H -2.407 6.550 2.858
H -2.521 6.024 1.362
C -2.878 8.100 1.654
H -4.979 6.120 0.349
H -6.414 6.392 1.467
H -5.671 4.842 1.259
H -3.211 8.770 2.446
H -3.533 8.326 0.813
H -1.862 8.340 1.341
C 1.315 -6.956 -0.849
C 2.420 -7.922 -1.402
N 2.185 -9.275 -1.100
C 1.121 -10.062 -1.431
C 1.341 -11.359 -1.064
N 2.577 -11.438 -0.433
C 3.022 -10.098 -0.370
C 3.143 -12.648 0.080
H 0.877 -6.496 -1.735
H 1.628 -6.233 -0.095
H 0.386 -7.355 -0.442
H 3.402 -7.753 -0.960
H 2.503 -7.846 -2.486
H 0.415 -9.769 -2.195
H 0.708 -12.189 -1.342
H 3.930 -9.793 0.128
H 2.319 -13.354 0.181
H 3.464 -12.453 1.104
H 4.021 -12.831 -0.539
C -6.899 -2.764 5.312
C -6.007 -3.896 4.854
N -4.598 -3.581 5.160
C -3.942 -2.447 4.905
C -2.754 -2.470 5.513
N -2.579 -3.759 6.020
C -3.737 -4.441 5.807
C -1.279 -4.191 6.566
H -6.934 -1.855 4.711
H -6.854 -2.611 6.390
H -7.912 -3.122 5.126
H -6.071 -4.116 3.789
H -6.222 -4.838 5.360
H -4.538 -1.770 4.310
H -1.941 -1.763 5.588
H -3.990 -5.438 6.138
H -1.371 -4.354 7.640
H -0.581 -3.377 6.370
H -0.764 -4.908 5.926
C 6.478 3.767 -0.273
C 6.418 5.297 -0.323
N 5.884 5.852 0.916
C 4.670 6.419 1.116
C 4.625 6.875 2.470
N 5.870 6.686 2.975
C 6.635 6.086 2.072
C 6.460 7.104 4.230
H 7.201 3.344 0.424
H 6.810 3.373 -1.234
H 5.440 3.487 -0.091
H 5.655 5.457 -1.084
H 7.317 5.807 -0.669
H 3.862 6.357 0.403
H 3.833 7.213 3.122
H 7.648 5.770 2.273
H 7.345 6.490 4.395
H 5.715 7.229 5.016
H 6.867 8.103 4.072
C 2.940 0.227 -9.392
F 3.407 -0.773 -8.648
F 1.686 0.432 -9.070
F 3.557 1.410 -9.102
S 3.346 -0.147 -11.290
O 4.710 -0.791 -11.315
O 2.251 -0.939 -11.851
O 3.324 1.171 -11.915
C -0.616 4.424 7.860
F -1.929 4.445 7.706
F -0.358 4.075 9.065
F -0.059 3.421 7.132
S 0.105 6.148 7.466
O 1.562 6.025 7.597
O -0.314 6.489 6.135
O -0.339 7.001 8.561